(w)
A molecular structure, C4H4P2, computed with ωB97M-V/def2-TZVPD.

- Net charge: 0
- 2S+1: 1
- HOMO (alpha / beta): -7.93 / -8.18 eV

Each line ends with the natural charge from an NBO analysis.
Element x y z (Å)
C 1.32 0.50 -0.07  -0.491
C -0.40 -1.10 0.56  -0.648
C 0.12 -0.22 -0.60  -0.403
C -0.76 0.99 -0.55  -0.502
P 0.48 2.01 0.20  0.639
P -1.57 -0.47 1.53  0.495
H 2.30 0.05 0.21  0.225
H 0.18 -1.90 0.96  0.215
H 0.16 -0.77 -1.52  0.234
H -1.84 0.90 -0.71  0.235

(x)
A molecular structure, C4H4P2, computed with ωB97M-V/def2-TZVPD.

- Net charge: 0
- 2S+1: 1
- HOMO: -9.13 eV

Each line ends with the natural charge from an NBO analysis.
Element x y z (Å)
C -0.65 0.62 0.81  -0.763
C -0.78 -1.06 -0.63  -0.534
C 0.32 -0.41 0.14  -0.362
C 1.22 0.67 -0.37  -0.575
P 0.31 2.04 -0.07  0.667
P -2.13 -0.21 -0.04  0.654
H -0.46 0.79 1.93  0.250
H -0.58 -1.90 -1.30  0.221
H 0.91 -1.05 0.78  0.229
H 1.83 0.51 -1.25  0.213

Calculated relative energies: (w) 35.8; (x) 0.0, given in kcal/mol

(w)
2 unconnected molecules or ions with the total composition C5H13N3O2, computed with ωB97M-V/def2-TZVPD.

- Net charge: 0
- 2S+1: 1
- Structure (SMILES): CC(C)C(N)=O.[H]/N=C/ON
- HOMO: -8.69 eV

Each line ends with the natural charge from an NBO analysis.
Element x y z (Å)
C 2.23 -0.23 1.19  -0.587
C 1.04 0.33 0.40  -0.330
C 0.58 1.68 0.96  -0.631
C -0.05 -0.73 0.38  0.717
N -0.91 -0.76 1.44  -0.800
O 0.11 -1.81 -0.27  -0.663
H 2.59 -1.15 0.75  0.227
H 1.95 -0.43 2.22  0.204
H 3.04 0.50 1.19  0.216
H 1.33 0.47 -0.64  0.252
H 0.42 1.64 2.04  0.192
H -0.34 2.01 0.47  0.245
H 1.35 2.42 0.76  0.225
H -1.17 0.11 1.87  0.402
H -1.59 -1.50 1.46  0.403
H -3.13 1.21 -0.65  0.368
N -2.14 1.21 -0.89  -0.691
C -1.69 0.13 -1.31  0.350
O -0.51 0.10 -2.32  -0.403
N -0.08 -1.12 -2.71  -0.536
H -2.26 -0.82 -1.46  0.146
H -0.85 -1.58 -3.21  0.303
H 0.09 -1.69 -1.67  0.391

(x)
C5H13N3O2 in the gas phase, computed with ωB97M-V/def2-TZVPD.

- Net charge: 0
- 2S+1: 1
- Structure (SMILES): CC(=O)[C@H](N)N(O)N(C)C
- HOMO: -9.12 eV

Each line ends with the natural charge from an NBO analysis.
Element x y z (Å)
C -2.14 -0.02 1.23  -0.722
C -0.67 -0.22 1.48  0.631
O -0.14 0.23 2.50  -0.587
C 0.02 -1.40 0.65  -0.011
N 1.30 -1.76 1.25  -0.847
N 0.14 -0.86 -0.71  -0.043
O 1.31 -1.37 -1.37  -0.599
N 0.14 0.68 -0.57  -0.309
C -0.63 1.30 -1.65  -0.420
C 1.47 1.26 -0.43  -0.441
H -2.34 1.04 1.06  0.239
H -2.70 -0.35 2.11  0.243
H -2.49 -0.60 0.37  0.218
H -0.65 -2.26 0.64  0.186
H 1.48 -1.09 2.00  0.379
H 2.01 -1.56 0.54  0.371
H 0.93 -1.75 -2.17  0.487
H -1.42 0.64 -2.01  0.220
H 0.01 1.58 -2.49  0.179
H -1.12 2.21 -1.27  0.206
H 2.12 1.00 -1.27  0.193
H 1.40 2.36 -0.39  0.214
H 1.94 0.94 0.50  0.215

Calculated relative energies: (w) 0.0; (x) 2.5, given in kcal/mol

(w)
4 unconnected molecules or ions with the total composition C8H24O4, computed with ωB97M-V/def2-TZVPD.

- Net charge: 0
- 2S+1: 1
- Structure (SMILES): CCO.CCO.CCO.CCO
- HOMO: -9.46 eV

Each line ends with the natural charge from an NBO analysis.
Element x y z (Å)
C -3.22 0.23 0.85  -0.635
C -2.95 1.55 1.53  -0.066
O -2.49 2.52 0.59  -0.722
H -4.05 0.33 0.15  0.198
H -3.49 -0.56 1.56  0.215
H -2.36 -0.07 0.26  0.212
H -2.19 1.50 2.31  0.178
H -3.85 1.90 2.06  0.158
H -3.25 2.79 0.07  0.462
C 2.06 -0.59 4.48  -0.624
C 1.70 -0.36 3.02  -0.057
O 2.65 -1.03 2.23  -0.751
H 1.52 0.11 5.13  0.203
H 3.13 -0.52 4.67  0.215
H 1.82 -1.62 4.76  0.204
H 1.67 0.72 2.79  0.147
H 0.70 -0.76 2.86  0.148
H 2.40 -1.02 1.29  0.502
C 1.04 1.62 -0.61  -0.636
C 0.53 0.22 -0.25  -0.062
O 1.54 -0.76 -0.43  -0.772
H 0.24 2.34 -0.45  0.222
H 1.41 1.65 -1.63  0.197
H 1.89 1.86 0.03  0.211
H -0.33 -0.03 -0.88  0.152
H 0.18 0.25 0.78  0.171
H 1.42 -1.13 -1.31  0.508
C 0.13 -0.40 -4.42  -0.640
C -0.07 -1.74 -3.76  -0.064
O 1.04 -2.05 -2.90  -0.752
H 0.90 -0.43 -5.20  0.207
H 0.48 0.35 -3.70  0.217
H -0.76 0.01 -4.89  0.217
H -0.16 -2.54 -4.50  0.171
H -0.95 -1.74 -3.12  0.179
H 1.68 -2.60 -3.37  0.484

(x)
4 unconnected molecules or ions with the total composition C8H24O4, computed with ωB97M-V/def2-TZVPD.

- Net charge: 0
- 2S+1: 1
- Structure (SMILES): CCO.CCO.CCO.CCO
- HOMO: -8.57 eV

Each line ends with the natural charge from an NBO analysis.
Element x y z (Å)
C 0.23 2.64 2.76  -0.666
C -1.21 2.84 2.20  -0.071
O -1.49 1.94 1.25  -0.715
H 0.34 3.41 3.51  0.217
H 1.05 2.70 2.05  0.242
H 0.38 1.69 3.28  0.223
H -1.32 3.85 1.80  0.161
H -1.97 2.70 2.96  0.165
H -2.38 2.08 0.93  0.489
C 1.74 -1.19 1.33  -0.625
C 0.44 -1.77 1.73  -0.068
O 0.06 -1.20 2.96  -0.732
H 2.51 -1.47 2.05  0.211
H 1.73 -0.12 1.53  0.214
H 2.05 -1.44 0.31  0.212
H 0.51 -2.83 1.98  0.174
H -0.33 -1.59 0.99  0.163
H -0.77 -0.73 2.83  0.470
C 0.98 0.41 -1.72  -0.639
C 0.60 0.69 -0.24  -0.077
O 0.50 2.03 -0.06  -0.758
H 0.39 1.03 -2.40  0.210
H 0.98 -0.67 -1.88  0.205
H 2.00 0.76 -1.86  0.203
H 1.46 0.38 0.36  0.171
H -0.21 0.08 0.17  0.139
H -0.14 2.21 0.64  0.480
C -0.41 -1.27 -3.10  -0.627
C -1.52 -2.30 -3.44  -0.076
O -1.24 -3.58 -2.79  -0.721
H -0.42 -0.94 -2.06  0.221
H -0.57 -0.42 -3.76  0.214
H 0.60 -1.62 -3.31  0.197
H -1.59 -2.57 -4.49  0.158
H -2.51 -1.92 -3.21  0.178
H -0.46 -3.84 -3.29  0.455

(y)
4 unconnected molecules or ions with the total composition C8H24O4, computed with ωB97M-V/def2-TZVPD.

- Net charge: 0
- 2S+1: 1
- Structure (SMILES): CCO.CCO.CCO.CCO
- HOMO: -9.95 eV

Each line ends with the natural charge from an NBO analysis.
Element x y z (Å)
C -0.31 -24.66 10.90  -0.637
C -1.24 -24.71 9.69  -0.059
O -0.76 -25.55 8.64  -0.725
H -0.78 -24.17 11.76  0.229
H 0.59 -24.12 10.61  0.211
H -0.10 -25.68 11.24  0.192
H -1.41 -23.68 9.38  0.175
H -2.21 -25.16 9.95  0.151
H -0.87 -26.46 8.94  0.461
C -1.00 -24.60 15.30  -0.657
C -1.59 -24.57 16.69  -0.065
O -2.89 -23.96 16.68  -0.726
H 0.09 -24.50 15.34  0.215
H -1.30 -23.74 14.70  0.234
H -1.23 -25.51 14.73  0.202
H -0.94 -23.99 17.35  0.177
H -1.73 -25.55 17.15  0.160
H -3.42 -24.38 16.01  0.460
C 3.28 -20.61 15.93  -0.636
C 2.24 -20.44 14.84  -0.067
O 0.94 -20.75 15.37  -0.747
H 3.17 -19.87 16.73  0.203
H 4.30 -20.43 15.58  0.215
H 3.18 -21.59 16.39  0.218
H 2.38 -21.13 14.01  0.182
H 2.24 -19.43 14.43  0.164
H 0.57 -20.00 15.85  0.476
C -2.53 -20.75 11.65  -0.631
C -1.44 -20.38 12.62  -0.064
O -0.67 -21.57 12.89  -0.760
H -2.93 -19.86 11.16  0.209
H -3.39 -21.19 12.15  0.214
H -2.13 -21.37 10.85  0.217
H -1.84 -20.14 13.62  0.162
H -0.78 -19.56 12.33  0.160
H -0.08 -21.39 13.64  0.488

Calculated relative energies: (w) 0.0; (x) 90.2; (y) 12.5, given in kcal/mol

(w)
A molecular structure, C45H34N7O3PS2Se2Ti, computed with ωB97M-V/def2-TZVPD.

- Net charge: 0
- 2S+1: 1
- HOMO: -6.76 eV

Each line ends with the Mulliken charge.
Element x y z (Å)
Ti 1.58 -0.32 1.11  -1.999
N 0.42 -2.23 4.18  -0.201
C -0.07 -1.01 3.96  0.211
N 0.19 -0.25 2.92  0.569
C -0.38 1.01 3.10  -0.608
C -1.13 1.17 4.21  -0.273
S -1.12 -0.28 5.14  -0.333
C -0.10 2.06 2.14  -1.123
C -0.34 3.38 2.32  0.169
S 0.09 4.26 0.91  -0.323
C 0.60 2.78 0.16  -0.398
N 0.48 1.72 0.92  1.475
N 1.12 2.80 -1.08  0.330
H 0.10 -2.76 4.97  0.217
H 0.93 -2.72 3.42  -0.250
H -1.68 2.04 4.52  0.464
H -0.71 3.87 3.20  0.537
H 1.01 3.64 -1.62  0.284
H 1.04 1.94 -1.62  -0.306
O 3.21 2.99 2.91  -0.796
C 3.02 2.02 2.21  0.230
O 2.49 0.90 2.54  -0.541
C 3.48 2.04 0.76  0.920
C 4.18 3.16 0.28  -1.506
C 4.62 3.14 -1.01  -1.234
C 4.45 1.97 -1.78  1.297
C 4.98 1.86 -3.09  -0.859
C 4.91 0.68 -3.77  -0.842
C 4.31 -0.44 -3.17  -0.501
C 3.76 -0.36 -1.92  -1.219
C 3.78 0.86 -1.21  0.092
N 3.22 0.97 0.04  2.252
H 4.32 4.00 0.95  0.655
H 5.13 3.99 -1.45  0.438
H 5.48 2.73 -3.52  0.436
H 5.32 0.60 -4.77  0.410
H 4.29 -1.39 -3.69  0.495
H 3.31 -1.23 -1.47  0.244
Se 1.57 -3.55 1.47  -0.286
Se 0.22 -3.09 -2.79  -0.146
C -0.66 -3.18 -1.19  0.474
C -1.43 -4.35 -0.89  -0.879
C -2.10 -4.51 0.28  -0.874
C -2.04 -3.49 1.25  -0.629
C -1.31 -2.39 0.97  0.670
N -0.65 -2.22 -0.21  1.930
C 3.30 -2.87 1.45  0.271
C 4.44 -3.67 1.34  -0.935
C 5.68 -3.10 1.46  -0.350
C 5.78 -1.73 1.70  -1.084
C 4.63 -0.99 1.74  0.002
N 3.40 -1.53 1.57  0.932
H -1.44 -5.11 -1.66  0.541
H -2.67 -5.41 0.46  0.476
H -2.56 -3.57 2.20  0.521
H -1.21 -1.56 1.65  -0.554
H 4.31 -4.74 1.19  0.460
H 6.58 -3.72 1.39  0.417
H 6.73 -1.24 1.84  0.492
H 4.66 0.07 1.92  0.272
O 1.47 -1.15 -0.52  0.385
C 0.14 -0.97 -0.35  -0.321
C -0.45 -0.03 -1.39  0.397
C 0.31 0.18 -2.55  -1.907
C -0.12 1.03 -3.56  -0.432
C -1.33 1.70 -3.42  -1.280
C -2.10 1.48 -2.29  -0.438
C -1.69 0.62 -1.27  1.194
P -2.77 0.32 0.19  0.885
C -3.96 1.71 0.04  -0.291
C -5.19 1.67 -0.62  -0.348
C -5.97 2.82 -0.70  -0.762
C -5.54 4.01 -0.14  -0.522
C -4.32 4.06 0.52  -0.731
C -3.55 2.91 0.62  0.331
C -3.80 -1.06 -0.43  0.724
C -4.79 -1.55 0.43  -0.598
C -5.61 -2.60 0.06  -0.755
C -5.44 -3.20 -1.18  -0.545
C -4.45 -2.74 -2.04  -0.676
C -3.64 -1.68 -1.67  -0.330
H 1.24 -0.36 -2.66  0.757
H 0.49 1.16 -4.44  0.407
H -1.68 2.37 -4.19  0.407
H -3.04 2.00 -2.20  0.455
H -5.53 0.75 -1.07  0.396
H -6.92 2.77 -1.21  0.418
H -6.15 4.90 -0.22  0.376
H -3.98 4.98 0.97  0.436
H -2.61 2.93 1.17  0.263
H -4.91 -1.09 1.41  0.399
H -6.38 -2.95 0.74  0.410
H -6.07 -4.03 -1.47  0.376
H -4.30 -3.22 -3.00  0.430
H -2.87 -1.34 -2.35  0.357

(x)
A molecular structure, C45H34N7O3PS2Se2Ti, computed with ωB97M-V/def2-TZVPD.

- Net charge: 0
- 2S+1: 1
- HOMO: -6.07 eV

Each line ends with the Mulliken charge.
Element x y z (Å)
Ti -1.42 0.32 1.03  -0.096
N -1.78 -1.16 4.66  0.062
C -2.74 -1.34 3.75  0.137
N -2.87 -0.69 2.61  0.780
C -3.98 -1.20 1.93  -0.027
C -4.64 -2.21 2.51  -0.895
S -3.94 -2.58 4.03  -0.280
C -4.36 -0.60 0.66  -0.866
C -5.50 -0.85 -0.02  -0.461
S -5.56 0.11 -1.45  -0.295
C -4.02 0.80 -1.03  -0.166
N -3.50 0.33 0.08  1.738
N -3.51 1.74 -1.84  0.002
H -1.47 -0.16 4.72  -0.491
H -1.91 -1.62 5.55  0.289
H -5.50 -2.74 2.13  0.458
H -6.30 -1.52 0.24  0.472
H -3.99 1.98 -2.69  0.207
H -2.73 2.32 -1.58  0.144
O -0.29 2.87 -1.98  -0.655
C -0.54 1.83 -1.44  -0.232
O -0.89 1.69 -0.18  -0.674
C -0.70 0.56 -2.26  0.809
C -0.37 0.56 -3.62  -1.329
C -0.62 -0.56 -4.35  -1.217
C -1.25 -1.66 -3.73  0.890
C -1.59 -2.84 -4.44  -0.925
C -2.26 -3.85 -3.82  -0.743
C -2.65 -3.71 -2.46  -0.947
C -2.32 -2.60 -1.75  -0.097
C -1.59 -1.55 -2.36  0.006
N -1.27 -0.43 -1.64  1.314
H 0.09 1.45 -4.04  0.829
H -0.35 -0.62 -5.40  0.441
H -1.31 -2.92 -5.48  0.464
H -2.52 -4.75 -4.36  0.405
H -3.21 -4.51 -1.98  0.472
H -2.63 -2.49 -0.72  0.291
Se 0.67 3.39 1.80  -0.089
Se -1.65 1.94 4.99  -0.303
C -2.53 2.63 3.48  0.142
C -3.36 3.74 3.78  -0.829
C -3.98 4.47 2.81  -0.628
C -3.76 4.10 1.48  -0.975
C -2.97 3.02 1.25  -0.386
N -2.38 2.24 2.18  0.802
C 0.81 1.80 2.72  -0.380
C 1.75 1.80 3.80  -1.025
C 2.13 0.67 4.44  -0.517
C 1.52 -0.54 4.07  -1.338
C 0.56 -0.50 3.12  -0.410
N 0.15 0.63 2.45  1.970
H -3.46 4.00 4.82  0.426
H -4.60 5.32 3.07  0.394
H -4.17 4.66 0.65  0.492
H -2.74 2.77 0.23  0.419
H 2.18 2.76 4.06  0.548
H 2.87 0.70 5.23  0.463
H 1.77 -1.49 4.53  0.568
H 0.03 -1.41 2.89  0.543
O -1.16 -1.72 0.87  -0.683
C -0.11 -1.17 0.51  1.821
C 1.10 -1.93 0.20  0.206
C 1.04 -3.31 0.43  -0.461
C 2.17 -4.10 0.31  -1.079
C 3.38 -3.50 0.00  -0.734
C 3.45 -2.13 -0.24  -0.342
C 2.31 -1.33 -0.17  -0.130
P 2.35 0.46 -0.63  0.789
C 4.03 0.95 -0.08  0.524
C 4.11 1.57 1.16  -0.424
C 5.34 1.95 1.68  -0.704
C 6.50 1.74 0.94  -0.562
C 6.42 1.15 -0.31  -0.778
C 5.19 0.75 -0.82  -0.574
C 2.64 0.31 -2.44  0.413
C 2.80 1.52 -3.12  -0.536
C 3.02 1.54 -4.49  -0.761
C 3.06 0.35 -5.21  -0.471
C 2.88 -0.85 -4.55  -0.823
C 2.68 -0.88 -3.17  -0.271
H 0.09 -3.75 0.72  0.584
H 2.11 -5.16 0.50  0.429
H 4.28 -4.10 -0.07  0.424
H 4.40 -1.69 -0.50  0.473
H 3.21 1.77 1.72  0.323
H 5.39 2.43 2.64  0.462
H 7.46 2.05 1.33  0.376
H 7.32 0.99 -0.90  0.416
H 5.14 0.30 -1.81  0.464
H 2.74 2.45 -2.57  0.378
H 3.14 2.49 -5.00  0.423
H 3.23 0.37 -6.28  0.367
H 2.91 -1.79 -5.10  0.424
H 2.55 -1.83 -2.67  0.333

Calculated relative energies: (w) 0.0; (x) 46.2, given in kcal/mol